22
Properties=species:S:1:pos:R:3:forces:R:3 method="wB97M-V/def2-TZVPD" gap_ev=6.80 relative_energy_kcal_mol=16.4 charge=+1
Au 0.03671 0.11080 0.13246 -0.39 -2.91 -2.14
O -3.10411 -0.84005 -2.38278 0.02 0.71 0.50
C -2.12253 -0.71315 -1.71114 0.70 -2.43 -1.24
O -1.82352 0.24560 -0.89085 0.85 1.89 1.75
C -1.03270 -1.81133 -1.78811 -1.10 1.04 0.05
C -1.11146 -2.95455 -2.54522 0.29 -0.22 -0.01
C -0.05192 -3.85981 -2.48267 0.03 0.10 0.11
C 1.04910 -3.58753 -1.67117 -0.32 -0.07 -0.29
C 1.04426 -2.41999 -0.94693 1.15 0.45 1.03
N 0.02551 -1.58058 -1.02337 0.02 0.89 0.66
C 2.15932 -1.95964 0.03591 -0.81 -2.08 -2.00
O 3.13059 -2.65103 0.13352 0.03 0.75 0.57
O 1.87067 -0.85471 0.63854 -0.65 2.45 1.25
H -1.98499 -3.11769 -3.16178 -0.04 0.06 0.04
H -0.08910 -4.77762 -3.05424 0.01 0.02 -0.02
H 1.89742 -4.25350 -1.59126 0.03 0.04 0.07
C -1.36541 2.65362 1.04816 -0.52 0.27 -0.13
O -0.11848 1.92134 1.24232 0.23 -0.82 -0.24
H -1.34570 3.54913 1.66448 0.17 -0.04 0.01
H -2.22947 2.04169 1.30150 0.13 -0.09 0.03
H -1.41200 2.92745 -0.00121 0.09 -0.03 0.02
H 0.05204 1.80017 2.18788 0.08 0.02 -0.02

---

80
Properties=species:S:1:pos:R:3:forces:R:3 method="wB97M-V/def2-TZVPD" gap_ev="7.91 / 8.35" relative_energy_kcal_mol=27.6 charge=+1 s_squared=0.7606 spin_multiplicity=2
V 0.25771 -0.11248 1.21624 3.59 -1.17 0.48
N -0.28549 -0.88242 3.15332 -0.27 0.41 0.21
C 0.59683 -0.41616 4.25063 0.22 -0.13 0.20
C 1.91826 -1.17290 4.21432 -0.16 0.15 -0.28
C 2.72635 -0.86313 2.96141 -0.01 -0.07 0.31
N 1.98613 -1.26415 1.73274 0.77 -0.02 0.28
H -1.21511 -0.46127 3.27057 0.01 -0.12 0.07
H -0.40409 -1.88906 3.22034 0.01 -0.06 -0.13
H 0.11393 -0.56069 5.21899 -0.06 0.00 -0.05
H 0.77563 0.65114 4.11696 -0.05 0.01 0.03
H 1.71880 -2.24951 4.26702 0.06 -0.01 0.09
H 2.51029 -0.90563 5.08878 0.01 -0.03 0.02
H 3.68842 -1.37522 3.01462 -0.02 -0.02 -0.11
H 2.91071 0.20857 2.90492 0.06 0.00 -0.04
H 1.71961 -2.24564 1.80832 -0.14 -0.02 -0.12
H 2.62337 -1.22018 0.94195 -0.01 -0.06 -0.07
C -0.70215 -4.68211 -0.66135 0.00 0.22 0.11
C -1.34799 -3.97351 0.52428 -0.12 -0.18 -0.22
C -1.63300 -4.97310 1.63333 0.04 0.15 -0.06
O -0.37576 -3.00466 1.01997 0.10 -0.05 0.18
B -0.77805 -1.75110 0.62235 -0.42 -1.18 -0.45
O -1.98475 -1.74288 0.01414 -0.13 0.16 -0.20
C -2.57226 -3.06966 0.11799 -0.07 -0.16 0.17
C -3.21245 -3.41297 -1.21572 0.10 0.13 0.08
C -3.64637 -2.98067 1.19843 0.16 0.12 -0.11
H 0.21057 -5.17387 -0.32551 -0.01 -0.03 -0.02
H -0.44051 -3.96089 -1.43647 -0.04 -0.09 -0.01
H -1.37242 -5.43023 -1.08184 0.02 -0.03 -0.02
H -0.74718 -5.58511 1.80091 -0.03 -0.04 0.02
H -2.46078 -5.62417 1.35247 0.03 -0.06 0.01
H -1.88819 -4.47511 2.56790 -0.04 -0.01 -0.02
H -2.50171 -3.32358 -2.03535 0.01 -0.04 0.00
H -4.02545 -2.71174 -1.40123 -0.04 -0.05 -0.01
H -3.61777 -4.42461 -1.19396 -0.03 -0.01 -0.04
H -3.21401 -2.71943 2.16539 -0.03 -0.04 0.02
H -4.19328 -3.91824 1.28734 -0.01 0.00 0.06
H -4.34542 -2.19130 0.92403 -0.03 -0.03 0.00
C 3.91387 5.04641 -3.22135 0.00 0.01 -0.02
C 3.30733 4.61894 -1.91751 -0.03 -0.07 0.03
C 3.52964 3.34306 -1.40522 0.01 0.07 -0.01
C 2.97355 2.95632 -0.19775 0.03 -0.04 0.06
C 2.18816 3.85280 0.50694 -0.07 -0.27 0.20
C 1.96818 5.13720 0.02912 -0.06 0.09 0.07
C 2.52061 5.50763 -1.18189 0.01 0.01 0.00
S 1.49999 3.37567 2.06355 -0.29 0.37 0.06
O 2.14464 4.05009 3.14340 0.03 0.03 0.00
O 1.46155 1.92189 2.11438 -0.08 -0.28 -0.37
N -0.04932 3.91853 2.07240 0.26 -0.03 -0.01
C -0.99548 3.66496 0.98919 -0.15 -0.19 -0.04
C -2.24700 2.95662 1.51783 0.46 -0.01 -0.25
C -1.93875 1.54485 1.94212 -1.11 0.36 1.12
O -2.44418 1.01762 2.90695 0.22 0.09 -0.41
O -1.06206 0.88991 1.18555 -2.98 2.38 -0.29
H 4.12756 4.19191 -3.86117 0.01 0.00 0.01
H 4.85224 5.57589 -3.04496 0.00 0.00 -0.01
H 3.24806 5.72222 -3.75669 0.02 0.01 -0.01
H 4.14258 2.64102 -1.95657 -0.01 0.01 -0.02
H 3.14915 1.96876 0.20021 0.00 -0.04 -0.04
H 1.37835 5.84025 0.60557 -0.01 0.01 -0.07
H 2.34443 6.50309 -1.56989 -0.01 0.01 0.03
H -0.13938 4.79969 2.56069 0.10 -0.07 0.05
H -0.50446 3.03755 0.24244 -0.02 0.08 -0.05
H -1.27557 4.59866 0.50165 0.06 0.03 0.01
H -3.01661 2.91506 0.74252 0.03 -0.03 -0.04
H -2.65875 3.48338 2.37536 -0.07 -0.05 0.02
O -1.98187 -2.12923 -6.45378 -0.03 -0.12 -0.23
C -1.52666 -0.91422 -6.10021 -0.07 0.16 0.15
O -1.58961 0.00524 -6.86307 -0.03 -0.04 -0.01
C -0.95691 -0.76775 -4.71982 0.15 -0.05 0.04
C -0.35185 -1.81673 -4.03276 -0.08 0.06 -0.02
C 0.26976 -1.58577 -2.81688 0.03 0.01 0.07
C 0.26999 -0.30952 -2.26396 -0.16 -0.05 -0.03
S 1.21144 0.00914 -0.80014 0.30 -0.16 -0.37
C -0.36173 0.73510 -2.93194 0.00 -0.06 0.07
C -0.95548 0.50515 -4.15897 -0.06 0.03 -0.08
H -1.93568 -2.76260 -5.73116 0.01 0.04 0.12
H -0.31026 -2.81395 -4.45612 0.03 0.00 -0.02
H 0.78394 -2.38847 -2.30344 0.02 0.04 -0.04
H -0.36349 1.72740 -2.49955 0.03 0.00 -0.02
H -1.41237 1.31396 -4.71337 0.00 -0.01 0.00

---

17
Properties=species:S:1:pos:R:3:forces:R:3 method="wB97M-V/def2-TZVPD" gap_ev="8.99 / 6.92" relative_energy_kcal_mol=140.9 charge=0
C 1.68760 -0.50405 0.23595 0.92 0.53 3.02
C 1.10165 0.79013 -0.30786 -0.78 -1.37 -2.70
C 0.75434 -1.58472 0.08956 -2.84 2.16 -1.07
C -0.10719 1.23042 0.50551 -0.01 2.58 1.01
N -1.03295 0.20304 0.82837 2.31 -1.29 0.51
O -2.71577 -1.38029 -0.03244 0.60 2.00 -0.14
O -3.02224 1.14183 -0.22471 1.26 -1.46 -0.63
S -2.14889 -0.03614 -0.24292 -3.78 -2.05 0.18
H 2.50122 -0.90297 -0.31567 1.59 0.33 -0.94
H 2.04070 -0.46707 1.35427 -0.58 0.08 -2.04
H 1.72444 1.58719 -0.76726 -0.01 -0.46 1.08
H 0.66108 0.27674 -1.22415 0.11 1.37 0.37
H 0.06699 -1.76585 -0.75939 1.04 0.06 0.22
H 0.55532 -2.11244 0.92630 -0.54 -2.30 2.37
H 0.16233 1.79160 1.45578 0.07 -0.87 -0.97
H -0.66454 1.99436 -0.08548 0.50 -0.20 0.13
H -1.56409 -0.26177 -1.43588 0.15 0.90 -0.38

---

22
Properties=species:S:1:pos:R:3:forces:R:3 method="wB97M-V/def2-TZVPD" gap_ev=9.37 relative_energy_kcal_mol=25.3 charge=+1
C 0.75041 -2.48737 -1.17530 1.89 -0.87 0.76
C -0.36220 -2.15532 -1.92306 0.65 0.06 1.02
C 1.27922 -1.62945 -0.20315 -1.02 -0.26 -0.71
C -1.04388 -0.97956 -1.62069 -0.57 -1.32 -2.47
C 0.65395 -0.46662 0.07956 -1.75 0.34 -1.13
C -0.57459 -0.26671 -0.58480 0.50 5.11 2.36
C 1.30613 0.38712 1.11732 -3.13 0.76 0.33
C 0.52948 1.72859 1.42859 2.17 -2.34 2.57
C -1.27183 1.11506 -0.17912 0.44 -1.14 -0.48
N -0.90066 1.61155 1.23640 0.43 -0.37 -1.20
Br -3.12488 0.87191 0.09642 -1.23 -0.14 -0.56
Br -0.89438 2.63749 -1.42170 -0.17 -0.91 0.70
H 1.35402 -3.40505 -1.29790 -0.85 0.36 -0.40
H -0.68710 -2.83398 -2.66570 -0.36 -0.33 -0.79
H 2.08105 -1.71315 0.47239 1.54 -1.50 -0.03
H -1.80025 -0.67117 -2.38021 0.20 0.00 1.36
H 1.41047 -0.32279 1.89930 0.14 0.06 1.56
H 2.25720 0.69799 0.83810 1.78 0.41 -0.70
H 0.81886 2.07443 2.48934 -0.75 -0.09 -1.88
H 0.82869 2.31300 0.64127 1.02 2.25 -1.24
H -1.26637 0.95892 1.92018 -0.73 0.05 0.17
H -1.34332 2.53513 1.23275 -0.18 -0.14 0.78

---

11
Properties=species:S:1:pos:R:3:forces:R:3 method="wB97M-V/def2-TZVPD" gap_ev=6.70 charge=+2
C 0.96327 0.98578 0.92935 6.18 2.55 -0.83
F 0.64647 1.55564 -0.19896 -1.83 -0.98 0.74
F 1.67109 -0.08738 0.73473 -1.24 0.24 0.46
F 1.60599 1.88274 1.63341 -0.59 -0.89 0.08
F -0.10408 0.64704 1.88148 -2.35 -0.22 0.34
C -0.64230 -0.95821 -1.27918 0.07 -0.21 -3.21
O -0.80125 -0.90033 0.09948 1.13 -1.84 -2.27
Al -1.56278 -0.19944 1.22072 -1.30 1.78 3.60
H 0.22951 -1.58371 -1.54193 -0.33 0.02 0.46
H -1.52580 -1.39331 -1.78059 0.40 0.02 0.32
H -0.48014 0.05117 -1.69851 -0.12 -0.47 0.32

---

16
Properties=species:S:1:pos:R:3:forces:R:3 method="wB97M-V/def2-TZVPD" gap_ev="7.78 / 7.78" relative_energy_kcal_mol=89.6 charge=0
C 0.50221 1.52539 0.29366 -0.30 -1.14 0.00
C 1.07088 0.88184 -0.93846 0.28 -0.17 -0.45
C 0.08351 -1.04998 0.55814 0.04 0.01 0.22
C 0.06889 0.12739 -0.13286 1.16 0.84 0.65
N 0.02021 -1.13771 1.91763 -0.38 -0.51 -0.34
C -1.51132 0.19321 -1.14684 -0.45 -0.51 -0.47
O 0.00485 -2.26784 -0.04211 0.18 0.50 0.65
N -2.09350 1.20461 -1.09389 -0.59 0.69 -0.09
H 0.20177 -2.18167 -0.97502 0.08 0.12 -0.33
H -0.41990 -1.97164 2.28595 0.09 0.10 0.01
H -0.19624 -0.28855 2.40823 0.01 0.13 -0.04
H -1.49011 -0.77702 -1.63862 -0.07 -0.01 0.07
H -0.22189 2.31604 0.15476 -0.16 -0.12 -0.08
H 1.12354 1.61863 1.17046 0.22 -0.01 0.03
H 0.75603 1.27012 -1.90224 -0.03 0.03 0.09
H 2.10106 0.53718 -0.91877 -0.08 0.05 0.06

---

64
Properties=species:S:1:pos:R:3:forces:R:3 method="wB97M-V/def2-TZVPD" gap_ev="7.87 / 7.56" relative_energy_kcal_mol=10.2 charge=+1 s_squared=6.0162 spin_multiplicity=5
Ru 0.53309 0.22595 0.68568 -0.32 -0.70 -0.08
N 0.74170 3.18323 0.36596 -0.02 -0.03 -0.25
P -0.77124 2.39350 0.56376 0.34 0.40 -0.52
C -1.68457 3.76471 1.32842 -0.09 -0.21 0.21
C -1.30290 4.15862 2.61431 -0.01 0.01 -0.04
C -1.90415 5.25126 3.21506 -0.01 -0.01 0.01
C -2.89622 5.95292 2.53829 0.01 0.00 -0.02
C -3.29382 5.55131 1.27203 0.00 -0.04 -0.01
C -2.69517 4.45273 0.66440 -0.07 0.00 0.07
C -1.49762 2.20118 -1.08469 -0.14 0.11 -0.01
C -1.23513 3.09489 -2.12348 0.02 -0.03 0.00
C -1.81361 2.90380 -3.36714 0.00 -0.02 -0.01
C -2.66712 1.82553 -3.57688 0.01 0.01 -0.01
C -2.93491 0.93393 -2.54813 0.02 0.04 -0.02
C -2.34376 1.11628 -1.30627 0.03 0.07 -0.04
P 1.92755 2.05170 -0.12349 -0.06 0.41 0.17
C 2.19857 2.37231 -1.88151 -0.03 -0.12 0.00
C 2.61644 3.63843 -2.29716 0.07 -0.05 -0.07
C 2.72618 3.91557 -3.64949 -0.02 -0.04 0.01
C 2.43438 2.92743 -4.58721 0.00 0.00 0.03
C 2.02850 1.66714 -4.17498 0.00 0.03 0.04
C 1.90276 1.38773 -2.81809 -0.06 0.02 -0.05
C 3.45088 2.60439 0.66968 0.06 -0.05 -0.03
C 3.49371 3.70211 1.52001 0.03 0.03 0.05
C 4.70070 4.08069 2.09741 -0.03 -0.01 0.00
C 5.85509 3.35995 1.83340 0.00 -0.02 -0.02
C 5.81205 2.25301 0.99122 -0.04 0.01 0.01
C 4.61243 1.87369 0.41211 0.03 0.07 0.01
H 0.74552 4.11694 -0.03511 0.05 0.06 0.11
H -0.51993 3.61763 3.13649 0.00 0.03 -0.02
H -1.60550 5.55534 4.21075 0.00 0.00 -0.05
H -3.35973 6.81436 3.00214 0.00 -0.04 0.00
H -4.07587 6.08991 0.75195 0.03 -0.01 0.01
H -3.01913 4.13643 -0.31913 0.03 0.02 0.02
H -0.56803 3.93619 -1.96982 -0.02 -0.01 -0.01
H -1.59975 3.59353 -4.17410 -0.01 -0.02 0.02
H -3.11958 1.67796 -4.54982 0.02 0.01 0.03
H -3.59348 0.09227 -2.71736 0.01 0.00 0.01
H -2.52930 0.40429 -0.51187 -0.01 -0.03 0.03
H 2.87086 4.40131 -1.56784 0.00 -0.02 -0.01
H 3.04730 4.89594 -3.97680 0.00 -0.01 0.01
H 2.52833 3.14548 -5.64403 0.00 0.00 0.04
H 1.79912 0.90373 -4.90796 0.01 0.02 0.03
H 1.53967 0.42252 -2.48289 0.01 0.06 -0.03
H 2.58867 4.25704 1.73592 0.03 -0.01 0.00
H 4.73662 4.93943 2.75596 0.00 -0.02 -0.02
H 6.79261 3.65868 2.28418 -0.01 -0.01 -0.01
H 6.71387 1.68891 0.78949 -0.03 0.02 0.00
H 4.57746 1.01526 -0.25143 0.02 0.02 0.01
C 0.82803 -2.01466 -1.30113 -0.17 0.14 -0.02
O 0.23404 -0.77158 -0.97045 0.20 -0.17 0.23
H 1.60715 -1.88389 -2.05616 0.05 0.09 -0.05
H 0.07651 -2.68652 -1.71725 -0.10 0.00 -0.01
H 1.28588 -2.52079 -0.44648 0.00 0.06 0.11
C -0.63001 0.30157 3.97650 0.05 -0.17 0.03
O 0.28456 -0.77707 3.65060 -0.26 0.20 0.41
C 0.82239 -0.86130 2.49503 0.25 -0.05 -0.25
C 1.69621 -2.06450 2.41848 0.07 -0.03 0.09
H -1.60863 -0.13788 4.13749 -0.03 -0.06 0.00
H -0.66171 1.02149 3.16816 0.03 0.08 -0.15
H -0.26716 0.75218 4.89365 0.05 -0.01 0.05
H 1.98186 -2.42669 3.40657 0.01 -0.01 -0.01
H 2.57638 -1.86839 1.80848 0.01 -0.01 -0.03
H 1.11803 -2.84673 1.91366 0.00 0.02 -0.01

---

55
Properties=species:S:1:pos:R:3:forces:R:3 method="wB97M-V/def2-TZVPD" gap_ev=7.25 charge=-1
C -1.31122 -0.27536 1.60592 0.25 0.39 0.33
C -1.98353 -0.64560 0.69525 -0.70 -0.68 0.33
C -2.79410 -1.47176 -0.17447 -0.02 -0.06 -1.22
O -2.59396 -1.46340 -1.36329 -0.07 0.07 -0.25
O -3.74000 -2.21504 0.40282 0.52 0.21 0.30
C -3.39637 -3.60580 0.60954 -0.55 -0.79 0.36
C -2.00917 -3.81908 1.14750 -0.60 -0.34 0.50
O -1.02945 -3.92957 0.08866 0.37 0.46 0.23
C 0.21895 -4.16105 0.49733 -0.23 0.21 -0.73
F 1.06778 -3.76454 -0.47295 -0.07 -0.18 0.07
F 0.44906 -5.46866 0.70806 0.12 -0.08 0.20
F 0.56830 -3.50437 1.61115 0.03 -0.03 0.20
C -4.35040 -4.18566 1.71920 -0.78 0.72 1.05
O -4.64242 -5.38931 1.60927 0.41 0.04 -0.39
O -4.67005 -3.36632 2.61177 0.32 -0.41 -0.52
H -0.72002 0.07977 2.40219 0.22 0.14 0.19
H -3.58157 -4.19548 -0.28202 0.13 0.18 -0.34
H -1.78867 -3.02063 1.84635 0.33 0.21 -0.10
H -2.03262 -4.74242 1.72127 0.10 -0.27 -0.15
F -0.52518 2.10088 -1.07719 0.03 -0.03 -0.03
C -1.57515 2.61620 -1.74247 -0.25 0.10 -0.15
C -2.69504 1.83447 -1.95089 -0.02 -0.19 0.13
C -3.76906 2.38086 -2.63698 0.08 0.16 -0.02
C -3.71086 3.68611 -3.10960 -0.07 0.00 -0.03
C -2.57494 4.45188 -2.89174 -0.05 -0.07 0.01
C -1.49766 3.91763 -2.19952 0.15 0.09 0.03
H -2.72447 0.81641 -1.58538 0.10 0.03 -0.07
H -4.65517 1.78332 -2.80268 0.01 -0.04 0.01
H -4.55163 4.10493 -3.64713 0.00 0.00 0.00
H -2.52524 5.46756 -3.26177 0.01 0.01 0.01
H -0.60449 4.50024 -2.01359 0.01 -0.02 -0.01
F 0.88873 1.51103 1.38895 0.20 0.07 0.05
C 0.80069 2.72142 1.96563 -0.02 0.18 0.04
C 0.69935 2.80651 3.34035 -0.01 -0.15 0.10
C 0.61014 4.05913 3.92983 0.00 0.06 -0.11
C 0.61515 5.20219 3.14304 0.00 0.07 0.04
C 0.71395 5.09345 1.76218 0.01 -0.08 0.13
C 0.81175 3.84598 1.16473 0.04 0.08 -0.20
H 0.69091 1.90334 3.93662 0.02 -0.01 -0.02
H 0.53594 4.14162 5.00571 -0.02 -0.02 0.01
H 0.54121 6.17723 3.60616 0.00 0.00 0.00
H 0.71288 5.98340 1.14711 0.01 0.00 -0.02
H 0.89350 3.73696 0.09215 -0.03 -0.06 0.04
F 7.66515 -2.19232 -2.37838 0.02 0.00 -0.01
C 6.37903 -2.16692 -1.96047 -0.21 0.00 0.07
C 5.81892 -0.96135 -1.59057 0.10 0.18 -0.01
C 4.49756 -0.93930 -1.16602 0.04 -0.14 -0.03
C 3.76205 -2.11519 -1.10953 -0.08 0.07 0.04
C 4.34693 -3.31671 -1.48248 0.03 0.09 0.00
C 5.66508 -3.34695 -1.91651 0.08 -0.16 -0.05
H 6.41180 -0.05721 -1.63572 0.02 -0.02 -0.02
H 4.04071 -0.00194 -0.87847 0.00 0.01 0.01
H 2.73514 -2.09523 -0.77551 -0.01 0.00 0.00
H 3.77435 -4.23302 -1.43464 -0.01 0.00 -0.01
H 6.13742 -4.27237 -2.21875 0.03 0.02 0.01

---

no.,electronic energy (Eh)
1,-875.37132
2,-3545.54202
3,-761.03886
4,-5551.43560
5,-794.29999
6,-379.94543
7,-2067.50040
8,-1939.45968